1.
10
Properties=species:S:1:pos:R:3:mulliken_charge:R:1 method="wB97M-V/def2-TZVPD" smiles="N#CC(O)=C=N.I" lumo_energy_ha=-0.001 e_homo_ev=-9.081 homo_lumo_gap_ha=0.33267 largest_force_ev_per_a=2.20 e_above_lowest_kj_mol=185.48 e_tot_ha=-598.46543 total_charge=0
N -1.2931 -0.2860 -1.4738 -0.359
C -0.3466 0.0601 -0.9070 0.106
C 0.7812 0.3965 -0.0217 0.226
O 0.9268 1.6998 0.3449 -0.497
C 1.6209 -0.5911 0.2458 0.333
N 2.4682 -1.4402 0.1244 -0.431
H 0.1498 2.2390 0.2604 0.333
H 2.5637 -2.1163 0.8508 0.302
I -4.6761 -0.0272 0.0930 -0.117
H -3.6064 -1.3030 0.4996 0.105

---

2.
24
Properties=species:S:1:pos:R:3:mulliken_charge:R:1 method="wB97M-V/def2-TZVPD" lumo_energy_ha=0.106 e_homo_ev=-3.236 homo_lumo_gap_ha=0.22454 largest_force_ev_per_a=4.66 e_above_lowest_kj_mol=30.73 e_tot_ha=-1006.72104 total_charge=-1
C -0.7830 0.5455 -0.9373 -0.571
C -2.4701 -0.5097 -0.1674 -0.435
C -0.3655 -0.6771 -0.4576 0.233
C 1.6198 -0.1193 1.8301 -1.087
C -2.9537 1.7862 -0.8301 -0.890
C 0.9191 -1.5461 -0.5694 -0.149
C 2.1313 -0.7403 0.4877 -0.278
N -1.5063 -1.3406 0.0078 -0.645
N -2.1184 0.6387 -0.7365 0.138
O 2.0460 1.6870 -0.5089 -0.616
O 4.3219 1.0350 0.2770 -0.657
O 0.5901 -2.7910 -0.0975 -0.669
S 3.0857 0.6144 -0.5268 0.414
H -0.1715 1.2788 -1.3721 0.579
H -3.4366 -0.5950 0.2666 0.442
H 0.8854 -0.6336 2.5222 0.274
H 1.2165 0.9724 1.7293 0.232
H 2.7306 -0.0163 2.1304 0.328
H -3.7460 1.6217 -1.4936 0.325
H -3.2902 2.0860 0.2040 0.330
H -2.3230 2.7017 -1.1035 0.298
H 1.3664 -1.5890 -1.5583 0.362
H 2.6689 -1.6870 0.7000 0.490
H -0.4174 -2.7224 0.2039 0.551

---

3.
13
Properties=species:S:1:pos:R:3:mulliken_charge:R:1 method="wB97M-V/def2-TZVPD" smiles="[H]/N=C(/NC=S)OC" lumo_energy_ha=0.015 e_homo_ev=-8.634 homo_lumo_gap_ha=0.33254 largest_force_ev_per_a=1.65 e_above_lowest_kj_mol=139.30 e_tot_ha=-700.83615 total_charge=0
H -1.2771 -2.5209 -1.0432 0.281
N -0.5476 -1.8717 -1.3022 -0.712
C -0.4174 -0.9908 -0.3848 0.685
N 0.5709 -0.0223 -0.5592 -0.085
C 0.6658 1.0887 0.1989 -0.158
S 1.6497 2.3451 -0.0546 -0.307
O -1.1202 -0.7905 0.7236 -0.326
C -2.0255 -1.8044 1.1441 -0.877
H 1.0313 -0.0391 -1.4495 0.256
H 0.0805 1.0633 1.1275 0.293
H -2.8705 -1.9028 0.4686 0.344
H -2.4129 -1.5452 2.1035 0.226
H -1.4852 -2.7565 1.1594 0.380

---

4.
177
Properties=species:S:1:pos:R:3:mulliken_charge:R:1 method="wB97M-V/def2-TZVPD" lumo_energy_ha=0.048 e_homo_ev=-6.379 homo_lumo_gap_ha=0.28272 largest_force_ev_per_a=5.87 e_tot_ha=-4293.44288 total_charge=-1
C -23.7731 -8.4371 -7.7269 -1.834
C -24.0705 -8.6929 -9.2005 1.127
C -23.5518 -7.5604 -10.0944 0.839
C -23.8639 -7.7741 -11.5617 -0.246
N -23.5372 -6.5783 -12.5416 1.051
C -24.5114 -5.3866 -12.4592 0.132
C -25.8088 -5.8411 -13.1107 0.495
C -25.4118 -6.7402 -14.2405 1.255
C -23.9177 -6.9596 -13.9568 -0.273
C -22.0773 -6.1577 -12.3803 -1.216
C -20.9325 -7.2484 -12.6774 0.936
C -19.5462 -6.7040 -12.5670 -1.345
H -23.8237 -7.3673 -7.5243 0.527
H -22.7282 -8.7211 -7.6021 0.145
H -24.4786 -8.9250 -7.0544 0.271
H -25.1430 -8.8380 -9.3302 -0.996
H -23.6980 -9.6545 -9.5536 0.574
H -22.4642 -7.6138 -10.0438 -0.580
H -23.8748 -6.5634 -9.7947 0.064
H -24.9318 -7.9388 -11.7053 -0.100
H -23.4536 -8.6687 -12.0302 0.074
H -24.0417 -4.5268 -12.9370 -0.294
H -24.5404 -5.1542 -11.3947 0.428
H -26.2886 -4.9825 -13.5806 -0.336
H -26.4286 -6.3357 -12.3627 0.015
H -25.5856 -6.5731 -15.3035 -0.020
H -25.8960 -7.7084 -14.1129 -1.257
H -23.4450 -6.2410 -14.6264 -0.865
H -23.4678 -7.9206 -14.2063 0.842
H -21.9266 -5.6770 -11.4136 0.505
H -21.9394 -5.3740 -13.1252 0.441
H -21.0912 -7.5732 -13.7057 -0.050
H -21.0896 -8.0893 -12.0019 -0.148
H -19.2338 -6.3700 -11.5776 0.388
H -19.4468 -5.7907 -13.1536 0.400
H -18.9734 -7.4899 -13.0594 -0.014
O -26.1216 3.3774 -14.8739 -0.625
C -25.8853 2.6973 -13.8513 0.595
O -24.9262 1.7873 -13.6972 -0.448
B -25.0071 1.2456 -12.3165 1.044
O -26.0235 2.0266 -11.5862 -0.388
C -26.7207 2.7022 -12.5162 0.604
O -27.8146 3.2675 -12.3067 -0.623
O -23.6973 1.3052 -11.5824 -0.486
C -23.2861 0.0570 -11.2384 0.346
O -22.1868 -0.2566 -10.7688 -0.601
C -24.3217 -0.8770 -11.8803 0.545
O -25.3047 -0.1972 -12.3745 -0.601
O -24.2176 -2.1177 -11.9799 -0.619
O -24.1825 -7.5464 -17.2638 -0.449
C -23.3215 -8.3588 -17.6327 0.543
O -23.5051 -9.5325 -18.1799 -0.549
B -22.2634 -10.2098 -18.5289 1.273
O -21.1752 -9.2989 -17.9949 -0.527
C -21.7217 -8.1944 -17.5366 0.562
O -21.1599 -7.2677 -16.9678 -0.622
O -22.1115 -10.3713 -19.9663 -0.651
C -21.9086 -11.5925 -20.3014 0.647
O -21.7432 -11.9773 -21.5105 -0.674
C -21.7510 -12.3984 -19.0110 0.457
O -22.1422 -11.5602 -17.9776 -0.455
O -21.4757 -13.5439 -18.9744 -0.551
N -26.3469 -10.1101 -14.2075 0.112
C -26.1135 -10.2862 -12.8750 -1.027
C -27.1073 -9.8197 -12.1164 0.531
C -28.1605 -9.5638 -12.9918 -1.109
C -27.6486 -9.6682 -14.3186 -0.778
H -25.6288 -10.3588 -14.8728 0.206
H -25.0756 -10.5061 -12.6730 0.370
H -27.0100 -9.8727 -11.0421 0.535
H -29.1728 -9.3092 -12.7146 0.525
H -28.0797 -9.4202 -15.2773 0.466
N -18.2277 -10.4903 -9.6470 0.093
C -18.4743 -9.1146 -9.6807 -1.300
C -19.6817 -8.9239 -9.1160 0.492
C -20.0842 -10.0960 -8.5504 -0.276
C -19.1929 -11.0796 -8.8295 -1.053
H -17.3870 -10.9028 -10.0256 0.211
H -17.9102 -8.4142 -10.2787 0.400
H -20.2486 -8.0077 -9.0412 0.653
H -20.9798 -10.1689 -7.9513 0.392
H -19.1139 -12.1280 -8.5825 0.407
N -21.3470 -11.3233 -12.2727 0.193
C -20.5739 -10.8046 -13.2623 -0.694
C -21.2849 -10.8127 -14.4703 -0.794
C -22.5096 -11.3145 -14.0960 0.132
C -22.5598 -11.6350 -12.7490 -1.723
H -21.0296 -11.4743 -11.3258 0.228
H -19.5981 -10.3649 -13.1184 0.681
H -21.0101 -10.4568 -15.4522 0.563
H -23.2617 -11.5104 -14.8460 0.734
H -23.2885 -12.0323 -12.0581 0.715
N -22.6099 -4.4226 -16.4634 0.044
C -23.8295 -3.8204 -16.2080 -1.038
C -23.6559 -2.7999 -15.2148 -0.355
C -22.2953 -3.0382 -14.7336 -0.442
C -21.7216 -3.9197 -15.5878 -0.789
H -22.4760 -5.2422 -17.0382 0.318
H -24.6924 -4.1225 -16.7829 0.606
H -24.4567 -2.1311 -14.9359 0.672
H -21.8726 -2.6105 -13.8364 0.522
H -20.7959 -4.4381 -15.3859 0.476
N -27.3058 -7.0134 -5.6874 0.170
C -26.7182 -6.0191 -6.3463 -1.156
C -26.6462 -6.3846 -7.6857 -0.343
C -27.1789 -7.6468 -7.8469 0.495
C -27.5970 -7.9894 -6.6023 -1.413
H -27.4558 -7.0622 -4.6898 0.260
H -26.4146 -5.1486 -5.7838 0.513
H -26.3931 -5.7406 -8.5149 0.785
H -27.2412 -8.1704 -8.7894 0.343
H -28.0143 -8.9088 -6.2189 0.366
N -30.5224 -4.4614 -10.3310 0.043
C -29.6129 -5.3530 -9.7302 -0.975
C -29.2529 -6.3106 -10.7099 0.554
C -29.9251 -6.0295 -11.8697 -0.670
C -30.7896 -4.8959 -11.5933 -1.006
H -30.8775 -3.5985 -9.9444 0.223
H -29.1984 -5.2333 -8.7402 0.483
H -28.5388 -7.1123 -10.5924 0.321
H -29.7688 -6.5660 -12.7938 0.595
H -31.5356 -4.4311 -12.2209 0.423
N -23.6396 -7.3852 -3.7101 0.052
C -23.6361 -6.6474 -2.5637 -0.467
C -24.9775 -6.5098 -2.1222 -0.453
C -25.7203 -7.3972 -2.8521 -0.646
C -24.9057 -7.8913 -3.9349 -0.303
H -22.7986 -7.4976 -4.2580 0.221
H -22.7337 -6.2771 -2.1000 0.389
H -25.2536 -5.8569 -1.3074 0.415
H -26.7812 -7.5366 -2.7050 0.513
H -25.0528 -8.5197 -4.8009 0.299
C -21.8797 -4.1201 -7.9610 -1.127
C -21.9159 -3.1637 -9.1530 -0.110
O -23.0458 -3.6699 -9.8000 0.068
H -22.5735 -3.8071 -7.1808 0.335
H -20.8663 -3.9515 -7.5966 0.453
H -21.8944 -5.1838 -8.1986 0.042
H -21.0917 -3.3777 -9.8335 0.230
H -21.9909 -2.1646 -8.7238 0.372
H -23.2570 -3.0414 -10.4943 0.007
C -26.0124 -11.8464 -9.0378 -0.201
C -25.0979 -12.9671 -8.6149 -0.307
O -25.8860 -13.7349 -7.7546 -0.560
H -26.2856 -11.1414 -8.2527 0.236
H -26.8875 -12.3380 -9.4628 0.495
H -25.5605 -11.2595 -9.8375 -0.488
H -24.1745 -12.5698 -8.1936 0.273
H -24.7797 -13.5505 -9.4790 0.263
H -26.7356 -14.0031 -8.1123 0.319
C -25.4425 -5.0189 -19.8098 -1.178
C -26.5443 -5.2827 -18.7276 0.310
O -26.9800 -3.9372 -18.4063 -0.526
H -24.7448 -5.8406 -19.9711 0.287
H -24.8145 -4.1763 -19.5207 0.281
H -26.0443 -4.7562 -20.6799 0.365
H -26.2692 -5.7992 -17.8080 -0.275
H -27.4790 -5.7716 -19.0019 0.472
H -27.7092 -3.9263 -17.7821 0.361
C -16.5062 -8.4469 -14.5454 -0.970
C -16.3574 -9.0059 -13.1613 0.119
O -15.8544 -7.9990 -12.2704 -0.502
H -16.6381 -9.2962 -15.2159 0.302
H -15.6188 -7.9291 -14.9094 0.334
H -17.3306 -7.7459 -14.6760 0.195
H -15.7330 -9.8994 -13.1626 0.528
H -17.2380 -9.5036 -12.7551 -0.250
H -14.9507 -8.3078 -12.1730 0.300
C -27.4495 -2.4378 -14.7727 -0.671
C -28.8052 -3.3114 -14.9539 -0.119
O -28.8710 -3.6426 -16.3035 -0.546
H -27.5598 -1.3688 -14.9551 0.478
H -26.7751 -2.8433 -15.5269 0.000
H -27.0261 -2.4914 -13.7697 0.230
H -29.6671 -2.6700 -14.7699 0.306
H -29.0163 -4.1223 -14.2568 -0.029
H -29.3361 -4.4818 -16.2723 0.289

---

5.
60
Properties=species:S:1:pos:R:3:mulliken_charge:R:1 method="wB97M-V/def2-TZVPD" lumo_energy_ha=0.132 e_homo_ev=1.552 homo_lumo_gap_ha=0.07514 largest_force_ev_per_a=9.94 e_above_lowest_kj_mol=1019.89 e_tot_ha=-1840.64009 total_charge=-2
C 6.7359 -2.7905 11.7267 0.486
O 6.3311 -3.5254 12.6324 -0.779
O 7.7364 -3.0580 11.0403 -0.833
O 6.0179 -1.9851 11.1323 -0.771
C 12.6345 -1.6629 13.6577 0.598
O 13.1862 -1.0209 14.5773 -0.729
N 12.8432 -2.8352 13.2979 -0.344
N 11.7158 -1.0985 12.9254 -0.441
H 12.4113 -3.0630 12.4138 0.219
H 13.6104 -3.3933 13.6444 0.229
H 11.0619 -1.7504 12.5159 0.235
H 11.3982 -0.1657 13.1470 0.217
C 3.6930 -4.5885 19.0474 0.661
O 3.3300 -4.1550 20.2524 -0.735
N 3.1595 -5.6539 18.6385 -0.351
N 4.4436 -4.0274 18.1682 -0.372
H 2.4815 -6.1923 19.1586 0.214
H 3.6123 -5.9735 17.7942 0.177
H 5.0301 -3.2179 18.3131 0.206
H 4.4135 -4.2687 17.1879 0.194
C 3.4920 -4.7649 6.5676 0.599
O 4.4042 -4.0421 6.3061 -0.618
N 3.0248 -4.8939 7.8025 -0.395
N 2.8578 -5.4288 5.6762 -0.408
H 3.3306 -4.2931 8.5547 0.262
H 2.3571 -5.6496 7.8594 0.143
H 2.8886 -5.0627 4.7354 0.234
H 2.0004 -5.9347 5.8466 0.177
C 1.7060 -0.0986 14.7971 0.554
O 0.8204 0.4447 15.3615 -0.663
N 1.6865 -1.3630 14.4606 -0.421
N 2.7731 0.4645 14.4167 -0.397
H 2.5252 -1.7397 14.0426 0.208
H 0.8976 -1.9338 14.7287 0.205
H 2.6946 1.4687 14.4913 0.235
H 3.2763 -0.0777 13.7290 0.245
C 1.8854 2.4139 7.8276 0.615
O 2.8914 2.3539 7.1271 -0.647
N 1.7873 1.9403 9.0064 -0.381
N 0.7271 2.8236 7.3433 -0.393
H 0.9299 2.0562 9.5275 0.181
H 2.4732 1.2522 9.2823 0.243
H 0.6610 3.0450 6.3600 0.207
H -0.0475 2.9412 7.9805 0.156
C 8.6410 -7.9746 15.8708 0.624
O 9.0679 -8.9846 16.4854 -0.746
N 9.3363 -6.9184 15.7171 -0.383
N 7.5524 -7.7829 15.2958 -0.335
H 8.7539 -6.1582 15.3963 0.200
H 10.0258 -6.7877 16.4434 0.231
H 7.4001 -6.8524 14.9338 0.187
H 6.8726 -8.5280 15.3489 0.212
C 9.9161 -8.5264 8.8219 0.589
O 10.8041 -9.3908 8.7864 -0.700
N 9.2882 -8.1870 7.7508 -0.362
N 9.3409 -7.9785 9.8772 -0.413
H 9.4974 -8.6154 6.8604 0.204
H 8.6880 -7.3747 7.7598 0.183
H 9.9609 -8.1125 10.6632 0.229
H 8.7607 -7.1534 9.8252 0.260

---

6.
52
Properties=species:S:1:pos:R:3:mulliken_charge:R:1 method="wB97M-V/def2-TZVPD" multiplicity=8 s_squared=16.048 lumo_energy_ha="-0.147 / -0.141" e_homo_ev="-10.896 / -10.944" homo_lumo_gap_ha="0.25319 / 0.26124" largest_force_ev_per_a=12.28 e_above_lowest_kj_mol=498.48 e_tot_ha=-2845.56326 total_charge=+1
C 0.3755 -2.5256 -3.1816 -0.256
C 0.7366 -1.5549 -2.2647 0.052
C 0.1175 -0.2728 -2.3424 0.123
C -0.9204 -0.0132 -3.3177 0.700
C -1.2448 -1.0468 -4.2310 -0.901
C -0.6000 -2.2713 -4.1674 -0.828
C -1.5543 1.2388 -3.2741 -0.849
C -1.2077 2.2027 -2.3132 0.834
C -0.1471 1.8724 -1.3877 0.115
C 0.2244 2.7780 -0.3493 0.176
C -0.4330 3.9929 -0.2603 -0.312
C -1.4531 4.3380 -1.1711 -0.863
C -1.8379 3.4644 -2.1751 -0.938
H 0.8494 -3.5025 -3.1275 0.449
H -2.0170 -0.8587 -4.9823 0.448
H -0.8522 -3.0568 -4.8763 0.396
H -2.3281 1.4688 -4.0027 0.475
H -0.1538 4.6845 0.5304 0.473
H -1.9437 5.3038 -1.0736 0.393
H -2.6364 3.7306 -2.8740 0.450
N 0.4710 0.6694 -1.4373 -0.270
Gd -0.6071 -0.7803 1.4558 0.379
C 1.7190 -1.8153 -1.1395 -1.138
H 2.2899 -0.9045 -0.9149 0.338
H 2.3782 -2.6513 -1.3575 0.750
C 1.2892 2.3328 0.6336 -1.192
H 2.0555 1.7452 0.1106 0.447
H 1.7365 3.1799 1.1556 0.794
P 1.0033 -2.4197 0.3857 0.867
P 0.7070 1.3190 2.0163 1.361
C -0.2601 2.4100 3.0337 -1.554
H -0.5937 1.9087 3.9490 0.436
H 0.4000 3.2415 3.2816 0.456
H -1.1437 2.7748 2.5026 0.415
C 2.1794 0.8996 2.9222 -1.312
H 2.6231 1.8520 3.2058 0.457
H 1.9475 0.3133 3.8167 0.399
H 2.8779 0.3308 2.3000 0.320
C 0.0849 -3.8806 0.0246 -1.429
H 0.8234 -4.5331 -0.4316 0.431
H -0.3188 -4.3322 0.9383 0.430
H -0.7453 -3.6990 -0.6651 0.382
C 2.2929 -2.7833 1.5078 -1.292
H 1.9178 -3.1447 2.4706 0.365
H 2.8421 -3.5682 0.9999 0.468
H 2.9347 -1.9166 1.6837 0.342
C -2.4491 0.1388 2.1154 0.048
O -3.5189 0.5689 2.4392 -0.239
H -1.3280 -0.2169 -0.0788 -0.161
S -1.5519 -1.8046 3.4600 -0.225
C -2.2849 -2.3619 4.7468 0.243
N -2.7451 -2.8448 5.7108 -0.451